# 1
Formula: C2H2N4P
Source: the Open Molecules 2025 dataset
Level of theory: ωB97M-V with the def2-TZVPD basis set

The geometry in ORCA input format:
```
! wB97M-V def2-TZVPD RIJCOSX def2/J DEFGRID3
* xyz 1 1
C -1.185 -0.299 -0.926
P 0.486 -1.004 -1.061
C -1.372 -0.104 0.434
N -0.472 -0.695 1.204
H -2.094 0.290 1.161
N 2.411 1.170 0.318
N 0.588 -1.117 0.694
N 3.329 1.708 0.015
H -1.692 0.050 -1.839
*
```

Output
- Electronic energy: -637.37948 Eh
- Energy relative to the best compared isomer or geometry (same formula, charge and spin): 14.6 kcal per mole
- HOMO-LUMO gap (spin up / spin down): 7.42 / 7.00 eV

=====

# 2
Formula: C2H12O3S
Source: the Open Molecules 2025 dataset
Level of theory: ωB97M-V with the def2-TZVPD basis set

The geometry in ORCA input format:
```
! wB97M-V def2-TZVPD RIJCOSX def2/J DEFGRID3
* xyz 1 2
H 3.382 -0.175 1.879
H -2.962 2.592 0.234
O -2.304 2.034 0.658
O 4.166 -0.558 2.202
H -0.195 -1.796 1.285
H -1.861 4.557 -1.629
C -1.037 -2.796 -0.356
H -1.260 -2.694 -1.397
O -2.114 3.768 -1.323
H -0.328 -3.779 -0.363
H -1.505 2.492 0.444
H 1.341 -1.847 -1.529
H 3.943 -0.941 3.173
H -1.939 -3.286 0.121
S 0.969 -0.853 -0.759
H -2.216 3.123 -1.966
C -0.407 -1.505 0.211
H -1.226 -0.740 0.460
*
```

Output
- Electronic energy: -706.89792 Eh
- Energy relative to the best compared isomer or geometry (same formula, charge and spin): 52.0 kcal per mole
- ⟨S²⟩: 0.75
- HOMO-LUMO gap (spin up / spin down): 10.36 / 4.81 eV

=====

# 3
Formula: C5H11NO
Source: the Open Molecules 2025 dataset
Level of theory: ωB97M-V with the def2-TZVPD basis set

The geometry in ORCA input format:
```
! wB97M-V def2-TZVPD RIJCOSX def2/J DEFGRID3
* xyz 0 1
H 2.742 -0.370 -1.630
C -1.397 -0.525 0.156
H 0.137 -0.030 2.390
C 2.337 -0.353 -0.617
C -2.116 0.555 -0.646
H 2.811 -1.160 -0.046
H -3.186 0.335 -0.722
H -1.500 -1.490 -0.344
H 1.482 0.691 1.502
C 0.409 0.510 1.476
N 0.028 -0.252 0.307
H -1.825 -0.613 1.161
O 0.397 -1.190 -1.712
H -0.100 1.483 1.495
H 2.599 0.597 -0.147
H -1.699 0.599 -1.656
C 0.846 -0.617 -0.728
H -2.006 1.541 -0.178
*
```

Output
- Electronic energy: -327.11787 Eh
- Energy relative to the best compared isomer or geometry (same formula, charge and spin): 8.5 kcal per mole
- HOMO-LUMO gap: 10.07 eV

=====

# 4
Formula: C55H44Br2CaF5N3O3Sb2
Source: the Open Molecules 2025 dataset
Level of theory: ωB97M-V with the def2-TZVPD basis set

The geometry in ORCA input format:
```
! wB97M-V def2-TZVPD RIJCOSX def2/J DEFGRID3
* xyz -2 1
C 1.722 2.174 2.012
H -4.348 -3.444 2.813
C -0.112 -5.840 3.152
C -0.527 -2.978 -5.814
H -2.238 1.767 -3.877
C -0.468 -8.145 2.555
H -5.052 -5.801 2.822
C 2.683 4.083 -1.609
C -3.223 -3.591 0.988
H -4.346 -7.317 0.995
H 2.907 4.511 -2.578
H -1.802 3.204 2.533
H 1.343 -5.207 -4.083
C -2.930 1.802 -3.035
F 2.916 -0.007 -2.293
C -0.462 -1.282 -2.402
H -0.035 -5.086 3.928
Br 4.823 5.812 2.047
C -0.236 -2.253 -3.531
C 0.750 -4.324 -4.291
H 5.328 -4.485 2.723
H -0.663 -9.171 2.841
F 5.591 -0.296 -2.423
H -3.064 -1.518 3.569
H 1.563 2.835 -3.644
C 3.663 -0.586 1.158
C -6.005 0.919 1.917
H 0.409 -4.839 -6.349
C -2.848 -4.458 -0.038
C 2.512 -3.753 0.979
H -5.264 -2.034 -0.444
H 2.475 -3.298 -1.123
H -1.682 -0.467 3.227
C 5.257 -4.123 0.610
N -1.275 -0.290 -2.684
C -2.200 1.573 -1.738
C 5.692 -0.612 -0.088
H 0.948 -3.062 3.718
H -2.213 -4.092 -0.840
C -5.462 -1.201 0.222
C -4.435 -5.426 2.013
H -8.000 0.860 1.118
H 3.632 4.109 4.107
H 2.917 -4.171 3.051
C -6.733 -0.642 0.247
C 5.045 -0.699 1.130
F 7.035 -0.739 -0.159
H -1.346 -1.162 -4.983
H -2.864 3.449 -0.894
C 2.077 2.884 0.774
H -0.012 -6.236 -0.199
C 3.333 -4.076 2.054
C 0.029 -5.481 1.814
C -0.097 -6.486 0.855
C 3.303 4.532 -0.484
C 0.266 -2.532 3.050
H -3.517 3.161 2.100
H 6.326 -4.240 0.475
C 0.228 -4.119 -5.560
H 0.921 -3.523 -2.288
C -0.334 -7.804 1.215
C -2.505 3.298 1.705
C 4.451 -3.792 -0.469
C 1.735 3.039 -1.518
H -1.088 -2.385 4.711
H 0.023 3.060 -2.792
C 3.087 -3.605 -0.281
Ca 0.303 0.268 0.057
C 4.950 -0.393 -1.235
C 4.696 -4.260 1.873
F 3.106 -0.711 2.400
C 2.872 -0.358 0.057
C 3.576 -0.265 -1.115
N -1.381 0.583 -1.596
N 1.460 2.466 -0.370
C 3.565 4.376 1.997
C -1.158 -2.534 3.626
H 4.885 -3.648 -1.451
H 4.030 5.331 -0.535
C -4.030 -4.097 2.006
H -3.455 2.758 -3.014
H 0.653 -1.514 2.944
C -3.253 -5.788 -0.044
Sb 0.391 -3.469 1.105
H -2.437 4.298 1.273
C -4.042 -6.276 0.987
O 0.937 1.190 2.011
H 0.835 1.503 -2.737
C -7.009 0.420 1.097
C -4.446 -0.711 1.040
H -0.469 -7.409 4.571
C -2.425 2.489 -0.650
C -4.734 0.359 1.884
C -2.196 2.214 0.687
H -6.208 1.754 2.577
C 3.002 3.952 0.768
C 3.209 3.774 3.170
Br 1.851 1.918 4.834
O 0.156 -1.511 -1.311
C -0.759 -2.053 -4.807
C 0.520 -3.394 -3.285
H -3.951 0.773 2.508
C -0.359 -7.157 3.522
C -2.093 -1.466 3.067
C 1.003 2.578 -2.744
H -2.939 -6.444 -0.848
H -0.423 -8.566 0.449
F 5.781 -0.890 2.247
H -7.508 -1.036 -0.400
O -1.794 1.104 1.177
H -1.616 -3.521 3.487
Sb -2.468 -1.542 0.931
C 2.301 2.716 3.173
H -3.656 1.003 -3.199
H -0.936 -2.810 -6.804
*
```

Output
- Electronic energy: -9317.87582 Eh
- Energy relative to the best compared isomer or geometry (same formula, charge and spin): 0.0 kcal per mole
- HOMO-LUMO gap: 5.80 eV

=====

# 5
Formula: C21H37NOP2Si2W
Source: the Open Molecules 2025 dataset
Level of theory: ωB97M-V with the def2-TZVPD basis set

The geometry in ORCA input format:
```
! wB97M-V def2-TZVPD RIJCOSX def2/J DEFGRID3
* xyz 3 2
C -12.883 14.835 0.139
N -11.323 15.695 2.158
P -8.710 18.254 4.277
H -4.906 16.242 6.032
H -5.388 13.807 4.404
C -7.265 18.624 3.139
H -11.879 12.049 3.753
H -10.758 16.921 8.772
C -7.774 14.891 6.187
C -10.056 18.964 3.235
H -13.452 14.529 -0.714
C -8.972 14.233 6.179
H -12.491 17.563 4.968
C -7.220 13.800 8.273
C -8.772 19.094 5.883
H -5.956 17.662 5.895
H -7.695 18.253 2.175
H -8.970 10.951 4.419
C -12.448 16.412 1.841
C -8.571 11.846 3.960
H -8.788 20.170 5.698
H -11.609 15.609 8.163
H -9.887 18.523 2.228
C -6.896 14.765 7.304
H -10.253 12.795 7.160
H -10.077 14.072 1.828
O -10.555 16.216 3.149
H -6.618 13.495 3.269
P -10.614 16.914 6.368
C -11.730 14.111 0.491
H -9.821 15.514 8.231
H -12.193 13.371 5.008
C -10.201 18.726 6.518
H -12.638 15.842 5.454
C -12.353 16.835 5.785
C -5.988 14.292 3.655
C -8.413 13.121 8.168
C -10.645 16.197 8.027
H -11.006 19.260 6.016
C -11.478 12.584 4.628
H -5.997 15.375 7.500
Si -6.881 15.639 4.565
C -10.976 14.531 1.528
H -11.058 18.679 3.604
Si -9.723 13.270 4.386
H -9.850 20.040 3.099
H -4.924 17.122 4.549
H -6.632 13.717 9.129
W -9.341 15.625 4.631
H -14.019 16.618 0.381
H -13.015 17.101 6.621
C -9.320 13.330 7.110
H -10.300 19.122 7.532
H -8.748 12.526 9.017
H -6.369 18.106 3.394
H -8.430 11.703 2.871
C -13.193 15.999 0.716
H -7.065 19.740 3.068
H -11.380 11.884 5.475
H -11.449 13.217 -0.110
C -5.619 16.754 5.346
H -5.260 14.618 2.869
H -12.629 17.274 2.439
H -7.634 12.095 4.413
H -7.994 18.751 6.540
*
```

Output
- Electronic energy: -2280.13247 Eh
- Energy relative to the best compared isomer or geometry (same formula, charge and spin): 7.3 kcal per mole
- ⟨S²⟩: 0.76
- HOMO-LUMO gap (spin up / spin down): 6.94 / 7.18 eV

=====

# 6
Formula: C17H18BrCl36FNbO4S
Source: the Open Molecules 2025 dataset
Level of theory: ωB97M-V with the def2-TZVPD basis set

The geometry in ORCA input format:
```
! wB97M-V def2-TZVPD RIJCOSX def2/J DEFGRID3
* xyz -1 1
C -9.136 2.714 -5.099
Cl 3.396 1.339 -9.698
Cl -7.286 -4.139 -1.977
O -2.590 1.616 -3.356
C -5.579 3.930 -0.695
Cl 0.236 -2.417 8.346
H -1.265 1.039 -0.722
Cl -0.141 -2.573 2.826
H 3.592 -1.838 -2.951
Cl -8.909 1.379 -6.234
Cl 1.634 -4.858 2.885
Cl -4.464 5.236 -0.298
Cl -6.054 3.093 0.793
C 3.768 -1.179 -3.800
H -1.481 -0.156 -2.006
Cl 8.603 3.282 2.659
Cl -10.544 2.379 -4.080
Cl 1.657 0.054 -7.790
Cl -6.646 -1.362 -2.421
Cl 1.559 -3.093 0.586
H 1.383 2.348 -1.905
Nb 1.270 0.511 -1.811
H 3.039 0.628 -1.497
Cl 4.284 -1.012 -8.285
C 1.560 0.139 -4.050
H 2.301 0.905 2.313
Br -1.279 3.703 -2.225
O 5.439 1.179 0.356
H 1.823 1.103 -4.504
C -1.022 0.806 -1.764
Cl 2.300 -1.325 10.035
C 8.204 4.090 4.181
C 1.007 -2.521 9.923
Cl -1.272 -4.503 5.106
H 4.221 -0.248 -3.465
C 0.612 -3.846 1.848
C -1.722 1.807 -2.553
H 1.938 -1.866 -4.733
S 4.694 2.402 0.193
H 3.319 2.796 1.986
Cl -9.416 4.208 -6.003
Cl -5.607 -0.534 4.098
O 5.415 3.491 1.122
H 6.360 3.284 1.060
H 2.449 2.984 0.456
Cl -3.918 -1.943 2.232
Cl -4.912 -2.998 -0.807
Cl -7.027 4.601 -1.466
Cl -1.484 -7.360 5.416
C -4.076 -1.397 3.898
H 4.502 -1.674 -4.440
Cl 9.406 5.345 4.505
Cl -2.981 -5.605 7.151
H 0.948 -0.359 0.862
Cl -2.737 -0.309 4.282
Cl 8.226 2.905 5.489
C 2.490 -0.936 -4.596
Cl -7.711 2.895 -4.087
C 2.550 0.933 1.246
Cl -0.659 -4.848 1.131
C 2.886 -0.210 -9.011
H 3.302 0.165 1.080
C 3.123 2.339 1.016
Cl 6.606 4.817 4.068
Cl 1.687 -4.139 10.145
Cl -7.506 -2.243 0.186
O 4.589 2.930 -1.136
F 0.248 -0.168 -4.538
H 2.793 -0.628 -5.603
C -6.586 -2.684 -1.258
H 0.485 1.334 0.760
Cl 2.238 -1.231 -10.305
Cl -4.812 2.798 -1.795
C 1.263 0.616 0.478
C -1.460 -5.811 6.263
Cl -0.115 -5.776 7.404
H 1.197 -1.333 -1.604
Cl -4.020 -2.781 4.992
Cl -0.188 -2.214 11.189
*
```

Output
- Electronic energy: -20655.18328 Eh
- Energy relative to the best compared isomer or geometry (same formula, charge and spin): 0.0 kcal per mole
- HOMO-LUMO gap: 6.70 eV

=====

# 7
Formula: C2ClO2S
Source: the Open Molecules 2025 dataset
Level of theory: ωB97M-V with the def2-TZVPD basis set

The geometry in ORCA input format:
```
! wB97M-V def2-TZVPD RIJCOSX def2/J DEFGRID3
* xyz -1 1
O 0.284 1.503 0.179
Cl 2.409 0.024 -0.284
O -1.367 -1.091 0.642
C 1.045 1.192 -0.744
S 1.066 1.325 -2.402
C -0.920 -1.766 1.452
*
```

Output
- Electronic energy: -1085.14770 Eh
- Energy relative to the best compared isomer or geometry (same formula, charge and spin): 4.6 kcal per mole
- HOMO-LUMO gap: 7.38 eV

=====

# 8
Formula: C2H6Si2
Source: the Open Molecules 2025 dataset
Level of theory: ωB97M-V with the def2-TZVPD basis set

The geometry in ORCA input format:
```
! wB97M-V def2-TZVPD RIJCOSX def2/J DEFGRID3
* xyz 0 1
C -0.474 -0.821 0.074
H 2.511 1.736 -0.466
H -2.937 -1.273 0.611
H 2.451 -0.023 -2.346
Si 1.672 1.011 -1.432
H 0.611 1.916 -2.041
H -1.087 -1.825 2.312
C 0.576 -0.047 -0.331
Si -1.817 -0.963 1.429
H -1.507 0.290 2.191
*
```

Output
- Electronic energy: -658.62851 Eh
- Energy relative to the best compared isomer or geometry (same formula, charge and spin): 29.2 kcal per mole
- HOMO-LUMO gap: 9.82 eV

=====

# 9
Formula: CH4NO2
Source: the Open Molecules 2025 dataset
Level of theory: ωB97M-V with the def2-TZVPD basis set

The geometry in ORCA input format:
```
! wB97M-V def2-TZVPD RIJCOSX def2/J DEFGRID3
* xyz 1 3
H 1.607 2.010 -0.247
C 1.112 1.083 0.055
O 2.389 -0.867 0.039
O -0.498 -1.072 0.058
H -0.490 -2.044 0.117
H -1.243 -0.852 -0.563
H 0.047 1.281 0.096
N 1.707 0.045 -0.111
*
```

Output
- Electronic energy: -245.22099 Eh
- Energy relative to the best compared isomer or geometry (same formula, charge and spin): 0.0 kcal per mole
- ⟨S²⟩: 2.01
- HOMO-LUMO gap (spin up / spin down): 9.53 / 6.46 eV

=====

# 10
Formula: C5H14NO2
Source: the Open Molecules 2025 dataset
Level of theory: ωB97M-V with the def2-TZVPD basis set

The geometry in ORCA input format:
```
! wB97M-V def2-TZVPD RIJCOSX def2/J DEFGRID3
* xyz 1 1
H -0.523 -1.682 2.171
N -1.761 0.470 0.306
H -2.581 0.124 0.785
O -0.756 0.315 -3.467
O 0.394 1.315 -0.977
H 0.591 -2.061 0.946
H 2.803 -1.098 2.048
C 0.854 -0.194 2.306
C 2.150 -0.342 2.522
H -1.492 1.387 0.623
H 0.063 -0.561 -1.875
H -0.938 -0.552 -3.891
C 0.116 -1.162 1.425
H 0.892 1.468 -1.786
C -0.607 -0.579 0.199
H -1.533 0.880 -3.500
H -1.155 -1.448 -0.276
H -1.982 0.597 -0.680
H 0.205 0.517 2.848
H 1.415 -0.305 -0.791
C 0.293 -0.121 -0.909
H 2.647 0.144 3.362
*
```

Output
- Electronic energy: -403.82876 Eh
- Energy relative to the best compared isomer or geometry (same formula, charge and spin): 70.7 kcal per mole
- HOMO-LUMO gap: 9.74 eV

=====

# 11
Formula: C6H13NO3
Source: the Open Molecules 2025 dataset
Level of theory: ωB97M-V with the def2-TZVPD basis set

The geometry in ORCA input format:
```
! wB97M-V def2-TZVPD RIJCOSX def2/J DEFGRID3
* xyz 0 1
C 2.429 0.856 -1.206
H -3.433 1.049 1.492
H -0.317 0.268 -2.193
H 2.585 1.659 -0.464
H -0.862 -2.242 0.675
H 0.375 -2.196 -0.583
H -1.963 0.304 -1.573
C -0.926 0.532 -1.331
H 1.098 -1.430 1.736
H 2.019 1.334 -2.112
H 1.236 0.093 2.632
C -1.743 0.172 1.246
C -0.476 -0.284 -0.144
O -1.844 -0.359 2.320
H -0.810 1.600 -1.158
O -2.726 0.997 0.823
N 1.098 -0.423 1.779
C -0.585 -1.784 -0.276
C 0.552 0.254 0.726
H 0.570 1.338 0.825
H -1.343 -2.047 -1.012
H 3.424 0.489 -1.489
O 1.642 -0.181 -0.714
*
```

Output
- Electronic energy: -516.79705 Eh
- Energy relative to the best compared isomer or geometry (same formula, charge and spin): 89.1 kcal per mole
- HOMO-LUMO gap: 8.92 eV

=====

# 12
Formula: C49H38CoF9O2P2
Source: the Open Molecules 2025 dataset
Level of theory: ωB97M-V with the def2-TZVPD basis set

The geometry in ORCA input format:
```
! wB97M-V def2-TZVPD RIJCOSX def2/J DEFGRID3
* xyz 2 5
F 2.553 6.366 0.850
C -4.421 2.494 -1.910
O 0.072 -3.993 -1.387
F 0.601 6.953 1.555
C 0.107 -0.995 -2.903
F -6.983 2.700 -2.857
C 0.723 5.148 0.054
H 2.188 -4.646 4.801
H -5.096 3.183 -1.421
C 3.866 -1.978 0.727
C -4.784 1.897 -3.109
H 0.220 -0.164 4.115
H 1.702 1.985 -2.576
H 4.058 2.592 -0.482
C 1.262 6.489 0.492
C 2.577 1.318 2.855
H -3.709 -1.500 -1.820
C 1.491 0.978 -2.912
H 0.753 -2.607 -4.157
F -6.654 1.142 -4.317
H 3.442 3.071 3.726
C 1.768 -3.661 4.651
C -0.027 3.642 -1.652
C -2.420 -0.505 2.167
H -2.266 0.555 4.028
H 0.784 4.377 2.055
H -2.797 1.557 2.676
C 2.816 -3.792 -1.083
F 4.175 -1.982 -4.419
C -6.113 2.225 -3.751
F -5.958 3.150 -4.703
H 5.783 -2.729 0.148
H 4.347 3.915 1.589
H 4.845 -4.345 -1.482
H -4.200 0.590 -4.704
C 0.374 0.292 -2.436
Co -0.785 -0.683 0.608
C -3.572 -1.621 0.307
C 3.797 2.983 1.612
C 2.483 -2.051 0.550
C 3.279 2.514 2.813
C 3.627 2.245 0.448
P 1.498 -0.983 1.614
H -1.103 1.109 2.838
C -2.129 0.748 2.964
F 3.521 -0.796 -6.101
H -3.490 0.507 0.595
H 2.388 -4.497 -1.783
H 2.230 0.949 3.808
H -3.555 -3.759 0.367
H -1.444 -1.836 3.546
H -2.004 0.090 -3.731
P -0.725 0.993 -1.176
F 2.596 -2.708 -5.703
C 0.682 -1.131 4.265
C 2.350 0.365 -3.808
H -1.728 -4.232 3.563
H -2.897 2.700 -0.430
H 0.055 2.124 1.383
C 1.901 -3.039 3.418
C 4.188 -3.706 -0.908
C 1.378 -1.760 3.226
C -3.190 2.204 -1.350
H 0.036 -1.260 6.301
C 2.921 1.055 0.480
C 2.094 -0.931 -4.235
C -2.018 -1.764 2.630
H 3.221 0.892 -4.176
C 2.384 0.586 1.682
H -4.988 -0.631 -0.976
C 0.964 -1.607 -3.804
C 4.713 -2.799 0.000
C 0.502 -3.142 -0.662
H 2.823 0.468 -0.423
H -2.713 -5.042 2.331
C -1.962 -4.272 2.500
C 3.097 -1.611 -5.136
C 1.107 -3.019 5.688
C -3.220 -2.850 0.853
C -3.150 -0.452 0.966
C -2.678 0.748 -3.201
F 1.194 7.401 -0.473
H -5.021 -2.400 -1.071
C -0.139 2.630 -0.701
H 0.527 5.683 -2.013
C -3.915 1.036 -3.760
C 0.560 -1.754 5.494
H 1.009 -3.505 6.649
C 0.423 4.898 -1.277
H -0.766 -1.540 -2.565
C -4.376 -1.531 -0.954
C 0.146 2.901 0.634
C 0.569 4.161 1.017
C 1.955 -2.968 -0.365
H -1.057 -4.578 1.968
C -2.318 1.317 -1.983
C -2.421 -2.942 1.987
H 4.286 -1.275 1.436
O -0.350 -2.264 -0.109
H -0.289 3.455 -2.688
H 2.423 -3.547 2.617
*
```

Output
- Electronic energy: -5004.34842 Eh
- ⟨S²⟩: 6.03
- HOMO-LUMO gap (spin up / spin down): 8.76 / 6.23 eV